1.
Formula: C3H10N4O2
Source: OMol25
Level of theory: ωB97M-V/def2-TZVPD

ORCA input file:
```
! RIJCOSX wB97M-V def2-TZVPD def2/J DEFGRID3
* xyz 0 1
C 2.03613 0.13053 0.36477
C 0.85270 -0.79404 0.19944
O 1.01270 -2.02526 0.21596
C -0.56682 -0.19390 0.45015
N -1.49331 -1.27489 0.59528
N -0.65836 0.64924 1.59157
N -0.88565 0.52673 -0.80395
N -0.15485 -0.02741 -1.97578
O -1.18488 1.87570 -0.74025
H 2.64805 -0.22110 1.19845
H 1.74166 1.16230 0.56667
H 2.62583 0.11217 -0.55478
H -1.09615 -2.21369 0.62465
H -2.40332 -1.21335 0.15612
H -1.23117 1.47565 1.72311
H -0.46915 0.32762 2.53505
H 0.04232 -1.02737 -2.02776
H 0.48012 0.62907 -2.43613
H -1.29584 2.10200 -1.68256
*
```

Calculated values
Maximum force in eV/Å: 3.7
Electronic energy in a.u.: -489.652703
HOMO in eV: -7.571
HOMO-LUMO gap in eV: 8.304

Electronic structure analysis, Mulliken charges in units of e: number 1, C, carries -1.24; number 2, C, carries 0.59; number 3, O, carries -0.58; number 4, C, carries 0.42; number 5, N, carries -0.49; number 6, N, carries -0.44; number 7, N, carries 0.22; number 8, N, carries -0.68; number 9, O, carries -0.48; number 10, H, carries 0.33; number 11, H, carries 0.33; number 12, H, carries 0.31; number 13, H, carries 0.26; number 14, H, carries 0.20; number 15, H, carries 0.20; number 16, H, carries 0.19; number 17, H, carries 0.28; number 18, H, carries 0.23; number 19, H, carries 0.36


2.
Formula: C19H32N2O3S
Source: OMol25
Level of theory: ωB97M-V/def2-TZVPD

ORCA input file:
```
! RIJCOSX wB97M-V def2-TZVPD def2/J DEFGRID3
* xyz 0 1
C 6.62700 2.06835 -1.05558
C 5.52439 1.15819 -1.36582
O 4.77269 1.25554 -0.19439
C 3.55954 0.35758 -0.10976
C 3.02927 -0.56359 -1.27454
C 1.80868 -1.25439 -0.90884
C 1.14669 -1.27633 0.44094
C 1.70205 -0.35906 1.19449
C 2.79711 0.42742 1.06811
C 3.43402 1.19914 2.26325
H 4.35854 1.14711 2.51865
H 2.68120 1.24196 3.06348
H 3.44473 2.10854 1.85588
H 1.22084 -0.32808 2.29717
S -0.21597 -2.16787 0.45572
O -0.76969 -1.90092 2.02988
O 0.11655 -3.68498 0.30888
N -1.34048 -1.67446 -0.49411
H -1.63581 -2.32224 -1.05856
C -2.30101 -0.57658 -0.02320
C -1.57773 0.66726 0.07978
H -0.95356 0.59502 1.14501
H -0.96712 1.07138 -0.65957
C -2.55168 1.86044 0.72208
N -3.53863 2.07557 -0.69795
H -4.09625 2.67349 -0.22545
C -4.26487 0.55292 -0.90698
C -3.24146 -0.21315 -1.29004
H -3.90494 -1.32840 -1.37261
H -2.68700 -0.11736 -2.07707
C -4.99398 1.27950 -2.23758
H -5.50001 0.28760 -2.79702
H -5.74777 1.93689 -1.93491
H -4.32232 1.49774 -2.89855
C -5.36581 0.15874 0.09461
H -5.94267 -0.29228 -0.36199
H -5.91784 1.05943 0.27235
H -4.88183 -0.23826 1.21639
C -1.73847 3.18358 0.49762
H -0.93700 3.21732 1.18423
H -1.36011 3.27559 -0.38648
H -2.48127 4.02732 1.08343
C -3.09470 1.58795 2.02097
H -2.24400 1.70607 2.71893
H -3.92516 2.37690 2.11663
H -3.17900 0.55333 2.16803
H -2.69406 -1.09309 0.80804
C 1.46421 -2.13802 -2.04738
H 1.10312 -2.89074 -1.82573
H 0.29088 -1.47247 -2.42584
H 2.08751 -2.02214 -2.93663
H 3.52377 -0.35539 -2.13186
H 4.95024 1.60842 -2.29400
H 5.76670 0.06382 -1.50334
H 6.36508 3.00799 -0.78584
H 7.21384 1.78950 -0.10275
H 7.16523 2.03290 -2.10594
*
```

Calculated values
Maximum force in eV/Å: 17.4
Electronic energy in a.u.: -1475.904993
HOMO in eV: -8.822
HOMO-LUMO gap in eV: 9.030

Electronic structure analysis, Mulliken charges in units of e: number 1, C, carries -1.33; number 2, C, carries -0.09; number 3, O, carries -0.31; number 4, C, carries 0.47; number 5, C, carries -1.59; number 6, C, carries 1.45; number 7, C, carries -0.80; number 8, C, carries 1.13; number 9, C, carries 0.41; number 10, C, carries -1.98; number 11, H, carries 0.54; number 12, H, carries 0.31; number 13, H, carries 0.57; number 14, H, carries 0.17; number 15, S, carries 1.14; number 16, O, carries -0.79; number 17, O, carries -0.77; number 18, N, carries -0.05; number 19, H, carries 0.36; number 20, C, carries -0.37; number 21, C, carries -0.45; number 22, H, carries -0.06; number 23, H, carries 0.45; number 24, C, carries 1.14; number 25, N, carries -0.68; number 26, H, carries 0.39; number 27, C, carries 1.38; number 28, C, carries -1.35; number 29, H, carries 0.36; number 30, H, carries 0.65; number 31, C, carries -1.67; number 32, H, carries 0.28; number 33, H, carries 0.46; number 34, H, carries 0.57; number 35, C, carries -2.43; number 36, H, carries 1.23; number 37, H, carries 0.41; number 38, H, carries 0.13; number 39, C, carries -1.80; number 40, H, carries 0.49; number 41, H, carries 0.66; number 42, H, carries 0.25; number 43, C, carries -1.51; number 44, H, carries 0.38; number 45, H, carries 0.32; number 46, H, carries 0.42; number 47, H, carries 0.34; number 48, C, carries -2.20; number 49, H, carries 0.76; number 50, H, carries 0.14; number 51, H, carries 0.31; number 52, H, carries 0.54; number 53, H, carries 0.27; number 54, H, carries 0.36; number 55, H, carries 0.39; number 56, H, carries 0.27; number 57, H, carries 0.32


3.
Formula: C28H29BrN8O6Tl
Source: OMol25
Level of theory: ωB97M-V/def2-TZVPD

ORCA input file:
```
! RIJCOSX wB97M-V def2-TZVPD def2/J DEFGRID3
* xyz 1 1
Tl 0.25799 0.23603 0.54208
C 1.16801 2.83273 -3.10597
C 1.15881 2.21334 -1.74724
N 0.35225 1.25313 -1.48545
N -0.46476 0.75370 -2.42837
C -1.46598 0.04662 -1.89401
O -1.70672 -0.04102 -0.65124
C -2.32109 -0.71362 -2.83906
C -2.07567 -0.70357 -4.21053
C -2.86245 -1.46473 -5.05817
C -3.89655 -2.23777 -4.54386
C -4.14573 -2.24715 -3.17860
C -3.36041 -1.48598 -2.32733
C 2.04269 2.65303 -0.63724
C 3.05631 3.58672 -0.81470
C 3.82864 3.96089 0.27418
C 3.57541 3.39961 1.51425
C 2.55803 2.46565 1.60913
N 1.81778 2.11153 0.56637
H 0.15942 3.16180 -3.35875
H 1.43361 2.07043 -3.84123
H 1.84854 3.67287 -3.19057
H -1.26586 -0.10058 -4.59738
H -2.67230 -1.45589 -6.12316
H -4.51193 -2.82852 -5.20972
H -4.95728 -2.84182 -2.77992
H -3.54473 -1.47611 -1.26143
H 3.24987 4.01429 -1.78590
H 4.62163 4.68617 0.15051
H 4.15022 3.67056 2.38794
H 2.32751 1.98071 2.55011
C -2.14039 -4.77403 -0.27694
C -0.97571 -3.94896 -0.74300
C -0.16998 -4.32889 -1.80908
C 0.89235 -3.53618 -2.20371
C 1.11205 -2.35810 -1.51470
Br 2.55635 -1.25688 -2.03956
N 0.35705 -1.96830 -0.49758
C -0.66312 -2.75124 -0.12162
H -2.34896 -5.58258 -0.97470
H -3.03768 -4.16184 -0.18435
H -1.93843 -5.21392 0.70062
H -0.37523 -5.25129 -2.33844
H 1.53130 -3.81086 -3.02940
H -1.25707 -2.38302 0.70473
C -1.53965 3.85574 0.67923
C -1.69137 2.86061 1.77138
N -1.12552 1.67057 1.81738
C -1.50487 1.07642 2.99304
C -2.33623 1.92294 3.67238
N -2.42806 3.03827 2.88479
C -3.08762 1.91623 4.96398
O -2.99691 0.84321 5.71565
O -3.74812 2.88610 5.23996
C -1.02738 -0.28795 3.31251
O -1.35038 -0.83013 4.36347
O -0.33459 -0.86791 2.38959
H -1.25815 3.34157 -0.23780
H -0.76654 4.58563 0.92564
H -2.47188 4.39178 0.50834
H -2.99321 3.83576 3.14440
H -2.41050 0.14597 5.30365
C 5.12165 -0.76433 1.23741
N 4.23117 -1.43738 2.16598
C 2.89141 -1.28973 2.12349
N 2.15609 -1.95841 3.02658
O 2.37755 -0.55038 1.25250
H 5.99674 -1.38721 1.06685
H 5.44645 0.20608 1.61761
H 4.60366 -0.61772 0.29441
H 4.63458 -1.97904 2.91006
H 2.56379 -2.61172 3.66940
H 1.15009 -1.84193 2.99109
*
```

Calculated values
Maximum force in eV/Å: 0.7
Electronic energy in a.u.: -4720.328803
HOMO in eV: -10.879
HOMO-LUMO gap in eV: 7.581

Electronic structure analysis, Mulliken charges in units of e: number 1, Tl, carries 2.86; number 2, C, carries -1.93; number 3, C, carries 0.43; number 4, N, carries 0.85; number 5, N, carries -1.47; number 6, C, carries 0.23; number 7, O, carries -0.77; number 8, C, carries 0.43; number 9, C, carries -0.31; number 10, C, carries -0.71; number 11, C, carries -0.39; number 12, C, carries -0.81; number 13, C, carries -0.31; number 14, C, carries 1.00; number 15, C, carries -1.08; number 16, C, carries -0.54; number 17, C, carries -1.13; number 18, C, carries -0.22; number 19, N, carries 0.38; number 20, H, carries 0.35; number 21, H, carries 0.31; number 22, H, carries 0.53; number 23, H, carries 0.47; number 24, H, carries 0.42; number 25, H, carries 0.42; number 26, H, carries 0.44; number 27, H, carries 0.57; number 28, H, carries 0.40; number 29, H, carries 0.47; number 30, H, carries 0.48; number 31, H, carries 0.57; number 32, C, carries -1.53; number 33, C, carries 0.41; number 34, C, carries -0.42; number 35, C, carries -0.85; number 36, C, carries 0.09; number 37, Br, carries -0.09; number 38, N, carries 0.09; number 39, C, carries -0.24; number 40, H, carries 0.39; number 41, H, carries 0.35; number 42, H, carries 0.34; number 43, H, carries 0.42; number 44, H, carries 0.50; number 45, H, carries 0.56; number 46, C, carries -1.13; number 47, C, carries -0.13; number 48, N, carries 0.09; number 49, C, carries -0.26; number 50, C, carries 0.20; number 51, N, carries -0.02; number 52, C, carries 0.54; number 53, O, carries -0.53; number 54, O, carries -0.59; number 55, C, carries 0.90; number 56, O, carries -0.89; number 57, O, carries -0.64; number 58, H, carries 0.12; number 59, H, carries 0.26; number 60, H, carries 0.48; number 61, H, carries 0.25; number 62, H, carries 0.43; number 63, C, carries -0.72; number 64, N, carries -0.25; number 65, C, carries 0.48; number 66, N, carries -0.28; number 67, O, carries -0.51; number 68, H, carries 0.34; number 69, H, carries 0.26; number 70, H, carries 0.15; number 71, H, carries 0.19; number 72, H, carries 0.16; number 73, H, carries 0.18


4.
Formula: C6H6O
Source: OMol25
Level of theory: ωB97M-V/def2-TZVPD

ORCA input file:
```
! RIJCOSX wB97M-V def2-TZVPD def2/J DEFGRID3
* xyz 0 1
C 1.16984 -2.41476 0.11584
C 0.84816 -1.25018 0.21275
C -2.15118 -0.53144 -0.41584
C 0.53458 1.31080 0.89255
C 0.58765 1.24657 -0.61704
C 0.37884 0.02880 0.19610
O -2.99334 0.05202 0.17241
H 1.47873 -3.41539 0.13515
H -2.26668 -1.29854 -1.18306
H 1.45993 1.47988 1.43002
H -0.32775 1.76504 1.35715
H -0.25207 1.64389 -1.17044
H 1.53330 1.38330 -1.12559
*
```

Calculated values
Maximum force in eV/Å: 3.4
Electronic energy in a.u.: -307.221027
HOMO in eV: -7.307
HOMO-LUMO gap in eV: 6.676

Electronic structure analysis, Mulliken charges in units of e: number 1, C, carries -0.03; number 2, C, carries -0.42; number 3, C, carries 0.08; number 4, C, carries -0.52; number 5, C, carries -0.59; number 6, C, carries 0.12; number 7, O, carries -0.34; number 8, H, carries 0.45; number 9, H, carries 0.31; number 10, H, carries 0.27; number 11, H, carries 0.22; number 12, H, carries 0.21; number 13, H, carries 0.26